A.
This record from the Open Molecules 2025 dataset describes C20H32N2O2 in the gas phase. The level of theory is ωB97M-V/def2-TZVPD.

Computed properties:
SMILES: CCCCCCCN1CCC(=O)N([C@H](CO)c2ccccc2)CC1
Orbital gap: 0.3453 Ha

Structure (ORCA input):
```
! RIJCOSX wB97M-V def2-TZVPD def2/J DEFGRID3
* xyz 0 1
C 7.89 -1.01 -2.98
H 8.77 -1.54 -2.63
C 6.71 -1.29 -2.06
H 6.57 -2.37 -1.98
C 5.40 -0.67 -2.56
C 5.38 0.85 -2.46
C 4.11 1.49 -3.03
C 2.81 1.08 -2.34
C 2.78 1.47 -0.85
N 1.52 1.26 -0.17
C 1.14 -0.13 -0.05
H 2.04 -0.70 0.17
C 0.15 -0.33 1.11
N -1.23 -0.08 0.72
C -1.67 1.16 0.42
O -2.83 1.39 0.11
C -0.65 2.27 0.45
H -0.17 2.35 1.42
H -1.20 3.19 0.25
C 0.43 2.11 -0.63
H 0.86 3.09 -0.85
H -0.04 1.73 -1.55
C -2.16 -1.21 0.70
C -3.18 -1.14 1.81
C -3.03 -0.27 2.88
C -3.97 -0.23 3.90
C -5.07 -1.06 3.86
C -5.23 -1.94 2.80
C -4.29 -1.98 1.79
H -4.43 -2.66 0.97
H -6.09 -2.59 2.77
H -5.81 -1.02 4.65
H -3.83 0.46 4.72
H -2.17 0.39 2.93
C -2.81 -1.38 -0.71
O -4.06 -0.79 -0.85
H -3.96 0.14 -0.56
H -2.95 -2.45 -0.91
H -2.09 -0.99 -1.45
H -1.55 -2.11 0.86
H 0.22 -1.35 1.47
H 0.44 0.34 1.93
H 0.68 -0.53 -0.97
H 3.02 2.54 -0.76
H 3.53 0.91 -0.31
H 1.98 1.57 -2.85
H 2.66 0.00 -2.43
H 4.03 1.22 -4.09
H 4.21 2.57 -2.97
H 6.23 1.26 -3.02
H 5.51 1.15 -1.42
H 5.23 -0.97 -3.59
H 4.58 -1.08 -1.96
H 6.93 -0.90 -1.06
H 8.12 0.05 -3.03
H 7.67 -1.36 -3.99
*
```

natural (NBO) atomic charge list, values in e, 6 entries: -0.6069 0.2103 -0.3878 0.1988 -0.3957 -0.3994



B.
This record from the Open Molecules 2025 dataset describes 3 unconnected molecules or ions with the total composition C20H32N2O2. The level of theory is ωB97M-V/def2-TZVPD.

Computed properties:
SMILES: C#CC[C@@](C)(C#N)[C@@H](C#N)CCCCCC.CC(C)=O.CC(C)=O
Orbital gap: 0.3612 Ha

Structure (ORCA input):
```
! RIJCOSX wB97M-V def2-TZVPD def2/J DEFGRID3
* xyz 0 1
C 0.30 -3.82 2.20
C 1.16 -2.99 2.07
C 2.27 -2.04 2.06
C 2.46 -1.30 0.69
C 3.74 -1.89 0.04
C 1.38 -1.56 -0.26
N 0.48 -1.71 -0.95
C 2.71 0.21 0.93
C 3.07 0.90 -0.30
N 3.40 1.43 -1.26
C 1.63 1.00 1.68
C 0.29 1.19 0.93
C -0.80 0.31 1.57
C -2.11 0.25 0.77
C -2.62 -1.18 0.53
C -3.78 -1.61 1.47
H -0.49 -4.54 2.19
H 2.11 -1.34 2.87
H 3.18 -2.58 2.28
H 3.56 -2.96 -0.13
H 4.59 -1.80 0.71
H 3.93 -1.46 -0.93
H 3.61 0.25 1.55
H 1.41 0.59 2.67
H 2.05 1.99 1.86
H -0.05 2.22 0.97
H 0.40 0.90 -0.11
H -1.00 0.75 2.55
H -0.40 -0.69 1.77
H -1.96 0.74 -0.19
H -2.88 0.80 1.31
H -1.82 -1.91 0.62
H -2.99 -1.28 -0.49
H -4.19 -0.76 2.01
H -3.41 -2.36 2.17
H -4.58 -2.07 0.89
C -5.67 -1.87 -2.91
C -6.28 -3.04 -2.17
O -5.67 -3.64 -1.32
C -7.70 -3.41 -2.54
H -4.65 -1.71 -2.55
H -5.64 -2.08 -3.98
H -6.25 -0.97 -2.74
H -7.75 -3.68 -3.59
H -8.37 -2.57 -2.35
H -8.02 -4.26 -1.94
C 4.19 4.73 -1.48
C 4.79 6.07 -1.14
O 4.16 7.10 -1.24
C 6.22 6.06 -0.66
H 3.16 4.87 -1.81
H 4.75 4.25 -2.28
H 4.19 4.08 -0.60
H 6.87 5.64 -1.42
H 6.31 5.47 0.25
H 6.54 7.08 -0.44
*
```

natural (NBO) atomic charge list, values in e, 6 entries: -0.1898 -0.0416 -0.4600 -0.1466 -0.5901 0.2984



Most stable of them? A.



A.
This record from the Open Molecules 2025 dataset describes C2H2O2S in the gas phase. The level of theory is ωB97M-V/def2-TZVPD.

Computed properties:
SMILES: O=CC(=O)S
Orbital gap: 0.3446 Ha

Structure (ORCA input):
```
! RIJCOSX wB97M-V def2-TZVPD def2/J DEFGRID3
* xyz 0 1
C -0.24 0.19 0.77
C 0.19 -0.85 -0.28
H 0.58 1.47 -0.91
H 0.41 -1.89 -0.03
O -0.65 -0.18 1.83
O -0.13 -0.65 -1.45
S -0.17 1.90 0.06
*
```

natural (NBO) atomic charge list, values in e, 6 entries: 0.3623 0.3014 0.1399 0.1639 -0.4863 -0.4734



B.
This record from the Open Molecules 2025 dataset describes C2H2O2S in the gas phase. The level of theory is ωB97M-V/def2-TZVPD.

Computed properties:
SMILES: O=CC(O)=S
Orbital gap: 0.3311 Ha

Structure (ORCA input):
```
! RIJCOSX wB97M-V def2-TZVPD def2/J DEFGRID3
* xyz 0 1
C 0.03 -0.45 0.09
C 0.49 0.89 -0.14
H -1.49 -1.33 -0.02
H 1.03 1.43 0.72
O -1.31 -0.44 0.09
O 0.12 1.49 -1.07
S 1.14 -1.59 0.34
*
```

natural (NBO) atomic charge list, values in e, 6 entries: 0.0954 0.3499 0.4889 0.1247 -0.6051 -0.4612



Most stable of them? A.



A.
This record from the Open Molecules 2025 dataset describes C2H2O2S in the gas phase. The level of theory is ωB97M-V/def2-TZVPD.

Computed properties:
SMILES: O=CC(O)=S
Orbital gap: 0.3128 Ha

Structure (ORCA input):
```
! RIJCOSX wB97M-V def2-TZVPD def2/J DEFGRID3
* xyz 0 1
C 0.36 -0.14 -0.06
C -1.17 -0.05 0.04
H 1.99 0.73 -0.21
H -1.51 0.95 0.34
O 1.08 1.04 -0.03
O -1.87 -0.98 -0.09
S 1.10 -1.55 0.01
*
```

natural (NBO) atomic charge list, values in e, 6 entries: 0.0508 0.3729 0.5001 0.1241 -0.6520 -0.4336



B.
This record from the Open Molecules 2025 dataset describes C2H2O2S in the gas phase. The level of theory is ωB97M-V/def2-TZVPD.

Computed properties:
Orbital gap (spin up / spin down): 0.2782 / 0.2781 Ha

Structure (ORCA input):
```
! RIJCOSX wB97M-V def2-TZVPD def2/J DEFGRID3
* xyz 0 1
C 0.53 -0.71 -0.03
C 0.36 0.68 0.28
O -0.34 -1.57 0.01
O -1.84 -0.24 -0.01
S -1.28 1.10 -0.06
H 1.56 -0.76 -0.45
H 1.02 1.51 0.26
*
```

natural (NBO) atomic charge list, values in e, 6 entries: 0.2984 -0.5822 -0.4344 -0.7850 1.1405 0.1310



Most stable of them? A.



A.
This record from the Open Molecules 2025 dataset describes a gas-phase ion, C3H2NO3 (charge +1). The level of theory is ωB97M-V/def2-TZVPD.

Computed properties:
Orbital gap: 0.3452 Ha

Structure (ORCA input):
```
! RIJCOSX wB97M-V def2-TZVPD def2/J DEFGRID3
* xyz 1 1
C -1.00 0.55 -0.04
C -0.69 -0.77 -0.01
C -0.23 1.67 0.03
N 2.01 -0.71 0.15
O 0.26 2.65 0.02
O 2.71 -1.57 0.01
O 0.48 -1.30 0.18
H -1.98 1.04 -0.47
H -1.55 -1.56 0.14
*
```

natural (NBO) atomic charge list, values in e, 6 entries: -0.6354 0.3976 0.8762 0.5187 -0.2614 -0.0125



B.
This record from the Open Molecules 2025 dataset describes 2 unconnected molecules or ions with the total composition C3H2NO3. The level of theory is ωB97M-V/def2-TZVPD.

Computed properties:
Orbital gap (spin up / spin down): 0.3677 / 0.3677 Ha

Structure (ORCA input):
```
! RIJCOSX wB97M-V def2-TZVPD def2/J DEFGRID3
* xyz 1 1
C -1.28 -0.71 0.10
C 0.36 1.09 1.18
C 0.83 -0.17 -0.93
N 0.53 0.33 0.22
O -1.68 0.10 0.80
O 0.20 1.76 2.09
O -0.86 -1.53 -0.60
H 1.68 -0.93 -0.95
H 0.23 0.05 -1.92
*
```

natural (NBO) atomic charge list, values in e, 6 entries: 1.0450 1.0006 0.2259 -0.6058 -0.4486 -0.2827



Most stable of them? B.



A.
This record from the Open Molecules 2025 dataset describes a molecular structure, C25H38F5N7O9P2Ti. The level of theory is ωB97M-V/def2-TZVPD.

Computed properties:
Orbital gap (spin up / spin down): 0.1953 / 0.2482 Ha

Structure (ORCA input):
```
! RIJCOSX wB97M-V def2-TZVPD def2/J DEFGRID3
* xyz -1 2
Ti 0.46 0.01 -0.47
N -0.28 0.03 -5.00
C -0.92 1.00 -4.01
C -1.73 2.05 -4.76
P -2.03 -0.12 -2.97
O -3.46 0.67 -2.99
O -2.22 -1.32 -3.84
O -1.56 -0.11 -1.55
P 0.56 1.73 -3.11
O 0.44 3.32 -3.46
O 1.72 1.16 -3.83
O 0.39 1.68 -1.61
H -0.38 0.34 -5.96
H -0.74 -0.89 -4.85
H 0.73 0.02 -4.74
H -2.49 1.57 -5.39
H -1.08 2.67 -5.38
H -2.25 2.70 -4.06
H -4.06 0.10 -3.51
H 0.30 3.81 -2.65
N 2.61 -1.92 1.07
N 3.61 -1.58 0.16
C 3.43 -0.65 -0.85
O 4.44 -0.27 -1.44
O 2.23 -0.22 -1.07
H 2.77 -1.51 1.98
H 2.51 -2.92 1.12
H 4.57 -1.75 0.39
F 0.51 -1.45 -2.88
C 0.47 -2.21 -1.64
F -0.80 -2.82 -1.64
C 1.34 -3.40 -2.02
F 1.35 -4.30 -1.00
F 2.60 -3.06 -2.29
F 0.88 -4.07 -3.11
N -0.53 -1.26 0.73
C -1.16 -1.95 1.39
N -1.91 -2.78 2.10
C -1.95 -2.61 3.56
C -2.59 -3.85 4.18
C -1.80 -5.10 3.79
C -1.58 -5.21 2.26
C -2.28 -4.08 1.52
H -2.51 -1.71 3.81
H -0.94 -2.49 3.95
H -3.63 -3.93 3.85
H -2.60 -3.73 5.26
H -2.32 -5.99 4.17
H -0.84 -5.07 4.30
H -1.95 -6.16 1.87
H -0.52 -5.16 2.03
H -3.36 -4.20 1.56
H -1.99 -4.07 0.47
C 3.68 4.32 1.66
N 2.98 3.78 0.52
C 1.56 4.08 0.60
C 3.23 2.34 0.25
C 2.79 1.41 1.37
C 3.65 1.33 2.47
C 3.28 0.72 3.66
C 1.99 0.22 3.75
C 1.17 0.22 2.63
C 1.54 0.72 1.36
H 3.59 5.41 1.65
H 4.74 4.07 1.58
H 3.31 3.95 2.63
H 1.43 5.15 0.76
H 1.03 3.53 1.40
H 1.09 3.79 -0.35
H 4.31 2.23 0.07
H 2.73 2.09 -0.67
H 4.65 1.77 2.39
H 3.97 0.66 4.49
H 1.63 -0.20 4.69
H 0.18 -0.21 2.75
O -1.00 1.38 0.72
N -2.06 1.91 0.23
C -2.00 3.12 -0.34
C -3.14 3.71 -0.87
C -4.36 3.07 -0.78
C -4.40 1.84 -0.17
C -3.24 1.28 0.33
H -1.02 3.56 -0.34
H -3.05 4.69 -1.33
H -5.25 3.52 -1.19
H -5.32 1.29 -0.08
H -3.18 0.30 0.78
*
```

Löwdin atomic charge list, values in e, 6 entries: 0.9269 0.1395 -0.4377 -0.0991 0.3883 -0.1636



B.
This record from the Open Molecules 2025 dataset describes a molecular structure, C25H38F5N7O9P2Ti. The level of theory is ωB97M-V/def2-TZVPD.

Computed properties:
Orbital gap (spin up / spin down): 0.1870 / 0.2353 Ha

Structure (ORCA input):
```
! RIJCOSX wB97M-V def2-TZVPD def2/J DEFGRID3
* xyz -1 2
Ti -0.26 0.04 0.39
N -0.77 0.38 -4.20
C 0.68 0.34 -4.06
C 1.45 0.49 -5.36
P 1.03 -1.27 -3.15
O 2.66 -1.32 -3.14
O 0.51 -2.44 -3.90
O 0.56 -1.01 -1.75
P 1.15 1.51 -2.72
O 1.17 2.98 -3.38
O 2.44 1.18 -2.08
O -0.18 1.51 -1.84
H -1.13 -0.56 -4.32
H -1.06 0.95 -4.98
H -0.85 1.14 -2.46
H 1.34 -0.42 -5.95
H 2.51 0.64 -5.15
H 1.09 1.36 -5.92
H 2.93 -0.50 -2.67
H 1.20 3.58 -2.61
N 3.52 1.01 0.77
N 3.01 2.31 0.54
C 1.66 2.39 0.20
O 1.28 3.41 -0.38
O 0.92 1.41 0.56
H 4.53 1.08 0.86
H 3.30 0.42 -0.04
H 3.55 2.88 -0.10
F -1.83 2.50 0.03
C -2.05 1.17 0.36
F -2.76 1.26 1.57
C -3.13 0.68 -0.61
F -2.63 0.19 -1.78
F -3.85 -0.33 -0.08
F -4.03 1.61 -1.00
N 1.45 -1.38 0.78
C 1.95 -2.34 0.38
N 2.65 -3.40 0.06
C 2.49 -4.11 -1.20
C 1.82 -5.46 -0.96
C 2.55 -6.26 0.12
C 2.64 -5.44 1.41
C 3.35 -4.12 1.12
H 3.49 -4.27 -1.62
H 1.92 -3.50 -1.89
H 1.80 -6.02 -1.90
H 0.79 -5.30 -0.65
H 3.56 -6.51 -0.22
H 2.03 -7.20 0.31
H 3.19 -5.98 2.18
H 1.63 -5.23 1.78
H 4.37 -4.32 0.77
H 3.39 -3.49 2.00
C -0.11 2.67 3.45
N 0.98 2.05 4.18
C 0.62 1.88 5.57
C 1.49 0.81 3.56
C 0.45 -0.29 3.52
C 0.40 -1.12 4.65
C -0.64 -2.01 4.85
C -1.69 -2.01 3.94
C -1.61 -1.23 2.80
C -0.51 -0.40 2.49
H -0.32 3.64 3.90
H -1.03 2.07 3.45
H 0.18 2.83 2.41
H 0.38 2.86 6.00
H 1.47 1.48 6.12
H -0.25 1.22 5.73
H 2.35 0.50 4.17
H 1.84 1.05 2.57
H 1.19 -1.05 5.39
H -0.65 -2.66 5.72
H -2.55 -2.65 4.11
H -2.45 -1.28 2.11
O -1.24 -1.39 0.03
N -1.46 -2.65 -0.22
C -1.36 -3.56 0.79
C -1.80 -4.84 0.62
C -2.34 -5.25 -0.60
C -2.38 -4.30 -1.63
C -1.95 -3.03 -1.43
H -0.93 -3.17 1.71
H -1.72 -5.54 1.44
H -2.69 -6.26 -0.75
H -2.75 -4.58 -2.61
H -1.94 -2.26 -2.19
*
```

Löwdin atomic charge list, values in e, 6 entries: 0.8719 0.0207 -0.5732 -0.0834 0.2888 -0.1639



Most stable of them? B.